The following is a DFT calculation (ωB97M-V/def2-TZVPD) of 2 unconnected molecules or ions with the total composition C29H32N2O2S at a distorted geometry.

XYZ file:
```
66
Properties=species:S:1:pos:R:3:forces:R:3:nbo_charge:R:1
C -8.2208 2.6589 0.0735 0.4280 0.3005 0.0995 -0.260
O -7.1465 3.5909 0.3562 0.2319 -0.6246 -0.0640 -0.478
C -5.8790 3.1078 0.4179 0.3606 -0.1621 -0.0545 0.378
C -4.8297 4.0272 0.6814 -0.7734 -0.3969 -0.1088 -0.278
C -3.5247 3.5946 0.7335 0.5742 -0.3669 -0.0828 -0.114
C -3.1668 2.2313 0.5238 -1.0954 -0.0724 -0.0770 -0.097
C -1.7967 1.7972 0.5547 0.6379 -0.4607 0.2758 0.015
C -1.4203 0.4714 0.3790 -0.8354 0.1833 -0.0414 -0.398
C -0.1318 -0.0463 0.4426 0.1037 -0.7987 -0.1687 0.221
N 0.1557 -1.3473 0.2448 -0.1417 1.5911 0.2477 -0.361
C 1.5386 -1.8376 0.2899 0.3363 -0.3385 0.4780 -0.116
C 2.4514 -1.1944 -0.7625 -0.1017 0.2036 -0.2307 -0.445
C 3.8537 -1.7639 -0.7296 0.0640 0.0263 -0.0065 0.079
C 4.3570 -2.4511 -1.8389 0.0369 0.0061 0.3789 -0.232
C 5.6273 -3.0256 -1.7865 -0.0316 0.1179 0.1645 -0.199
C 6.4069 -2.9014 -0.6312 -0.2851 0.1025 -0.0698 -0.218
C 5.9081 -2.2011 0.4718 -0.2253 0.0406 -0.1139 -0.186
C 4.6342 -1.6259 0.4229 0.1901 -0.2822 -0.2690 -0.244
C 1.3636 -3.3396 0.0791 0.5912 -0.8543 0.1525 0.680
O 2.2376 -4.2014 0.1154 -1.0683 1.2097 -0.0938 -0.591
N 0.0379 -3.5662 -0.1516 0.5216 0.0112 0.0273 -0.457
C -0.4596 -4.8953 -0.4203 -0.4137 -0.0559 -0.0345 -0.419
C -0.8370 -2.4022 -0.0437 -0.2453 -0.5525 -0.2931 0.336
C -1.8346 -2.6252 1.1048 0.1923 0.0429 0.1939 -0.641
C -1.5567 -2.1852 -1.3851 0.1660 0.0877 -0.1322 -0.639
C -4.2434 1.3262 0.2960 0.2777 0.3043 -0.0367 -0.145
C -5.5612 1.7430 0.2275 -0.2086 0.3646 0.0759 -0.318
H -9.1230 3.2714 0.0804 0.1397 -0.1601 -0.0140 0.212
H -8.0909 2.1877 -0.9118 0.0047 0.2042 0.2460 0.186
H -8.2871 1.8792 0.8465 0.0443 0.2764 -0.1535 0.185
H -5.0903 5.0710 0.8307 0.0964 -0.1533 -0.0114 0.239
H -2.7224 4.3051 0.9303 -0.1080 -0.0874 -0.1072 0.254
H -1.0123 2.5435 0.7287 -0.1335 0.1627 -0.0595 0.276
H -2.2137 -0.2389 0.1808 0.2546 0.2808 0.0265 0.198
H 0.7118 0.6124 0.6649 -0.1043 -0.1412 -0.1129 0.250
H 1.9592 -1.6720 1.2989 -0.1565 -0.0925 -0.3825 0.233
H 2.0012 -1.3550 -1.7579 0.1582 0.1249 0.3147 0.216
H 2.4724 -0.1081 -0.5691 0.0454 -0.2826 -0.1569 0.241
H 3.7273 -2.5532 -2.7270 0.2726 -0.0078 0.2403 0.208
H 5.9990 -3.5820 -2.6463 -0.0251 0.1535 0.2124 0.215
H 7.3994 -3.3511 -0.5924 -0.2753 0.1143 0.0071 0.216
H 6.5027 -2.1117 1.3807 -0.1004 -0.0015 -0.2505 0.214
H 4.2300 -1.0870 1.2851 0.2447 -0.1301 -0.2567 0.209
H 0.3850 -5.5861 -0.4604 -0.0961 0.2242 0.0436 0.260
H -1.1537 -5.2097 0.3675 0.1579 -0.0779 -0.1090 0.199
H -0.9944 -4.9144 -1.3769 0.1350 -0.0817 0.1187 0.201
H -1.2853 -2.9006 2.0147 -0.1604 0.0493 -0.1912 0.231
H -2.4241 -1.7321 1.3176 0.0447 -0.2149 0.0017 0.226
H -2.5226 -3.4385 0.8422 0.1870 0.2096 0.0616 0.226
H -0.8171 -2.1563 -2.1968 -0.2093 -0.0219 0.1888 0.231
H -2.2570 -3.0104 -1.5641 0.1866 0.2001 0.0342 0.224
H -2.1179 -1.2495 -1.4025 0.0572 -0.2185 -0.0806 0.228
H -4.0566 0.2618 0.1592 -0.0232 0.2733 -0.0071 0.200
H -6.3583 1.0253 0.0225 0.4004 0.1949 0.1147 0.223
S 0.2720 4.4468 -0.2599 -2.4709 0.7036 -0.6841 -0.451
C 1.8466 4.0023 0.0280 1.9204 -0.6983 0.5659 -0.177
C 2.8487 3.9711 -0.9884 -0.1958 -0.2562 0.6857 -0.263
C 4.1046 3.4477 -0.7140 0.0475 -0.0230 0.3650 -0.208
C 4.4224 2.9815 0.5721 -0.0629 -0.0632 0.0035 -0.294
C 3.4625 3.0572 1.5929 0.2421 0.0333 -0.2039 -0.223
C 2.2054 3.5842 1.3419 0.3776 -0.2268 -0.6687 -0.283
H 2.5944 4.3342 -1.9810 0.0004 -0.0908 0.1650 0.214
H 4.8556 3.3976 -1.5035 -0.1487 0.0334 0.1749 0.203
H 5.4118 2.5739 0.7832 -0.2452 0.0958 -0.0842 0.202
H 3.7014 2.7071 2.5967 0.0600 0.0750 -0.1522 0.197
H 1.4497 3.6564 2.1210 0.1515 -0.0063 -0.1005 0.207
```
Forces are in eV/Å.

For the HOMO-LUMO gap, the calculation gives 0.136 hartree. The HOMO energy comes out at -5.51 eV. The value obtained for the largest force on an atom is 0.052 hartree/bohr.

The following is a DFT calculation (ωB97M-V/def2-TZVPD) of a molecular structure, C21H14CsOPS4 at a distorted geometry.

XYZ file:
```
42
Properties=species:S:1:pos:R:3:forces:R:3:nbo_charge:R:1
Cs -2.8653 -0.7844 0.8111 -0.0661 0.1996 0.0443 0.934
C 2.2343 2.1106 -3.5802 0.0514 0.0449 -0.1327 -0.239
C 3.0266 1.8270 -2.4791 0.2177 0.0595 -0.0516 -0.225
C 2.4667 1.2609 -1.3503 -0.1192 -0.0212 -0.0556 -0.244
C 1.1041 0.9780 -1.3015 0.0902 -0.1065 -0.1722 -0.188
C 0.3129 1.2877 -2.3995 -0.0912 -0.1146 0.0715 -0.237
C 0.8757 1.8420 -3.5343 0.0517 0.1037 -0.2691 -0.210
P 0.3292 0.3542 0.2423 0.6539 -0.4766 -0.1881 0.840
C 1.7571 -0.7155 0.7455 -0.2354 0.0104 0.3670 -0.347
C 2.4365 -0.5567 1.9505 -0.0580 0.1816 -0.2013 -0.238
C 3.3749 -1.4872 2.3597 0.2138 -0.1334 0.1375 -0.216
C 3.6282 -2.6089 1.5879 0.0650 -0.0828 0.1649 -0.247
C 2.9006 -2.8196 0.4246 0.1528 -0.1263 -0.0314 -0.217
C 1.9737 -1.8850 0.0128 0.0496 0.2280 -0.0920 -0.158
C 0.3332 1.9671 1.0181 -0.6402 -0.4872 -0.1613 -0.461
C 1.2739 2.8086 1.5834 -0.0001 0.0569 0.2234 -0.237
C 0.8883 4.1225 1.7979 0.4341 0.1934 0.1720 -0.262
C -0.3567 4.5545 1.3654 -0.1492 0.3945 0.0167 -0.241
C -1.2284 3.6960 0.7090 -0.0594 0.0558 0.0887 -0.272
C -0.9429 2.3350 0.5354 -0.1381 0.4454 0.1523 -0.356
H 2.6776 2.5412 -4.4702 -0.0179 0.0281 -0.0136 0.194
H 4.0859 2.0567 -2.4968 0.0192 -0.0147 -0.0270 0.195
H 3.0825 1.0490 -0.4865 0.0704 -0.0143 0.0110 0.214
H -0.7542 1.1148 -2.3420 -0.0122 -0.0222 -0.0045 0.228
H 0.2574 2.0728 -4.3924 -0.0652 0.0044 -0.0150 0.198
H 2.2298 0.3095 2.5658 -0.0055 0.0396 0.0395 0.212
H 3.9057 -1.3427 3.2931 0.0414 0.0089 0.0180 0.196
H 4.3721 -3.3280 1.9072 -0.0218 -0.0578 0.0119 0.196
H 3.0534 -3.7265 -0.1462 0.0152 -0.0051 -0.0725 0.200
H 1.4079 -2.0460 -0.8982 -0.0382 -0.0520 -0.0100 0.205
H 2.2733 2.4767 1.8499 -0.0045 -0.0156 0.0081 0.189
H 1.5712 4.8243 2.2733 -0.0659 -0.0711 -0.0315 0.184
H -0.6342 5.5940 1.5364 -0.0060 -0.0365 -0.0296 0.180
H -2.1657 4.1098 0.3397 -0.0266 0.0145 0.0184 0.176
O -7.9571 -6.1803 -1.1161 -0.3470 -0.3635 -0.2502 -0.659
C -7.1952 -5.3842 -0.6055 0.1688 0.1944 0.1769 0.149
S -5.5367 -5.7386 -0.1826 0.2178 0.2238 0.1292 0.261
C -5.0714 -4.1433 0.4927 -0.8649 -0.2276 -0.4041 -0.407
C -6.0524 -3.2093 0.4962 -0.2180 -0.8317 -0.3607 -0.409
S -5.9945 -1.5983 1.0555 -0.4356 0.9039 0.2747 -0.576
S -7.6205 -3.7399 -0.1893 0.1897 0.1883 0.1452 0.261
S -3.4576 -3.9968 1.0188 0.9834 -0.3188 0.3025 -0.569
```
Forces are in eV/Å.

Its energy above the lowest of the compared OMol25 structures with the same formula, charge and spin is 14.62 kcal per mole. Its total charge is -2. For the HOMO-LUMO gap, the calculation gives 0.152 hartree. The HOMO energy comes out at -0.22 eV. The value obtained for the largest force on an atom is 0.021 hartree/bohr.

The following is a DFT calculation (ωB97M-V/def2-TZVPD) of C5H8FNO in the gas phase at a distorted geometry.

XYZ file:
```
16
Properties=species:S:1:pos:R:3:forces:R:3:nbo_charge:R:1
C 1.1057 0.3349 -1.1635 0.8721 0.3873 -1.7880 -0.638
C 0.2138 0.0769 -0.0021 0.6181 0.5046 1.0537 0.195
C 1.0464 0.3788 1.2310 1.9480 -1.3774 -0.8434 -0.612
C -0.6737 -1.1574 0.0076 -3.1109 2.4863 -1.3342 -0.486
C -2.1750 -0.2395 0.1352 2.7761 -3.1641 -0.0688 0.573
F -3.3478 -0.8174 0.2149 -0.3158 -0.1392 -0.0391 -0.297
N -1.9995 0.9761 -0.0397 -1.4559 -0.1463 0.4901 -0.152
O -0.7061 1.2432 -0.0374 1.7707 1.3688 -0.5920 -0.368
H 2.1722 -0.0552 -1.2134 -1.4964 0.2282 0.5402 0.223
H 1.1095 1.4273 -1.2630 0.5540 -0.1552 0.1542 0.240
H 0.5862 0.0516 -2.0596 -0.0756 -0.4904 -0.7374 0.210
H 1.9564 -0.3006 1.2574 -1.2416 0.2938 0.1938 0.205
H 0.4440 0.2519 2.0884 -0.3194 0.2428 1.2897 0.215
H 1.5387 1.3519 1.1095 -0.7420 0.0541 0.3079 0.230
H -0.4781 -1.9118 0.7342 -0.1124 -0.2468 0.7387 0.235
H -0.7926 -1.6105 -0.9996 0.3309 0.1536 0.6345 0.228
```
Forces are in eV/Å.

Its energy above the lowest of the compared OMol25 structures with the same formula, charge and spin is 82.11 kcal per mole. For the HOMO-LUMO gap, the calculation gives 0.370 hartree. Its SMILES is CC1(C)CC(F)=NO1. The HOMO energy comes out at -9.29 eV. The value obtained for the largest force on an atom is 0.082 hartree/bohr.